Entry 1:
{"formula": "C14H22CaClF7ILiMgNO13PS5", "method": "ωB97M-V/def2-TZVPD", "symbols": ["S", "O", "S", "Ca", "O", "H", "H", "H", "O", "F", "S", "H", "S", "O", "O", "H", "F", "H", "O", "N", "C", "C", "Mg", "F", "O", "H", "H", "H", "C", "Cl", "F", "H", "C", "H", "C", "C", "H", "O", "O", "C", "H", "H", "H", "H", "F", "C", "I", "H", "P", "H", "C", "F", "H", "H", "O", "Li", "O", "O", "C", "C", "F", "C", "O", "H", "H", "S", "C", "C"], "coordinates": [[5.44, 2.10, 1.93], [5.40, 3.44, 2.42], [3.53, 3.40, 5.71], [-1.70, 1.06, 1.89], [4.50, -0.48, 0.07], [-2.42, -2.19, -2.63], [-0.07, -4.59, -6.73], [-1.60, -4.54, -2.72], [-5.25, -2.84, -2.01], [-5.63, -4.76, 0.31], [3.91, 0.04, 1.27], [-1.92, 0.70, -5.24], [2.12, -0.37, -2.09], [-4.54, -1.21, -0.41], [-6.80, -2.06, -0.29], [4.64, 6.80, 6.18], [-3.61, -4.00, 0.23], [3.39, 5.48, 7.84], [4.03, 2.51, 6.87], [4.01, 1.60, 1.48], [-2.21, -4.44, -6.50], [-3.29, -4.37, -5.64], [-2.88, 2.45, -0.72], [2.32, -0.04, 0.93], [6.52, 1.74, 1.06], [1.65, 3.92, 7.14], [-3.24, -0.97, -4.28], [1.75, -0.25, -3.38], [-2.74, -0.33, -3.57], [2.38, 1.54, 6.98], [-6.08, -1.68, -3.88], [0.32, -4.66, -4.29], [-2.28, -1.16, -2.36], [-3.91, -4.34, -3.60], [2.90, 5.69, 6.89], [4.67, 4.76, 5.45], [-1.43, 1.38, -3.66], [4.00, -0.76, 2.44], [-0.83, -1.02, -2.07], [-4.90, -3.65, 0.45], [-0.70, -0.10, -4.29], [3.44, 6.45, 4.95], [-2.91, -1.01, -1.48], [-2.41, -4.41, -7.58], [5.08, 0.70, 6.11], [-0.91, -4.54, -6.04], [-4.25, 1.08, -2.92], [-4.30, -4.28, -6.01], [-0.45, 0.02, -1.01], [-1.19, -0.51, 0.84], [2.19, 4.44, 6.37], [5.72, 1.27, 3.23], [2.19, 6.50, 7.05], [4.97, 4.74, 4.40], [-1.40, 1.17, -0.88], [-2.44, -4.84, -9.39], [0.97, 0.57, -1.24], [3.16, 2.85, 4.45], [-1.61, 0.48, -4.23], [-1.77, -4.51, -3.79], [-4.98, -3.29, 1.75], [-0.69, -4.58, -4.67], [-0.35, -0.70, 0.45], [1.53, 4.67, 5.54], [5.54, 4.59, 6.09], [-5.45, -2.31, -0.70], [3.94, 6.05, 5.83], [-3.06, -4.40, -4.28]], "gap_ha": 0.0796, "spin_multiplicity": 1, "homo_energy_ev": -5.89, "e_above_lowest_kj_mol": 0.0}



Entry 2:
{"formula": "C14H22CuO3Te", "method": "ωB97M-V/def2-TZVPD", "symbols": ["H", "C", "O", "C", "C", "H", "H", "H", "Te", "O", "H", "H", "H", "C", "C", "H", "H", "H", "Cu", "H", "C", "C", "H", "H", "H", "C", "C", "H", "H", "H", "O", "C", "C", "C", "H", "C", "H", "C", "H", "H", "H"], "coordinates": [[2.49, -1.59, -2.81], [1.42, 1.08, -3.62], [-0.70, 1.95, -2.76], [0.07, 1.51, 4.98], [-1.85, -2.29, -1.68], [0.02, -1.18, 7.05], [0.04, -2.37, 4.89], [0.82, -2.22, -1.15], [0.88, 0.21, 0.94], [-0.80, -1.50, -2.23], [0.03, 1.30, 7.11], [-0.82, -1.62, 2.11], [0.85, -2.11, 2.43], [0.61, 2.32, -3.20], [0.04, 0.78, 6.16], [0.44, -3.11, -2.66], [0.07, 2.59, 5.01], [1.09, 2.81, -2.35], [-0.42, 0.42, -1.42], [1.24, -1.33, -4.05], [-1.62, 1.74, -3.84], [0.10, -0.56, 3.73], [-2.60, 1.58, -3.39], [-0.78, 1.99, 2.19], [-1.83, -2.26, -0.59], [1.47, -1.25, -2.98], [0.05, -1.29, 4.91], [2.46, 1.35, -3.83], [-2.78, -1.86, -2.04], [0.88, 2.45, 2.55], [1.36, 0.12, -2.56], [0.11, 0.85, 3.76], [0.17, -1.25, 2.40], [0.49, -2.12, -2.19], [-1.75, -3.32, -2.02], [0.20, 1.60, 2.47], [-1.67, 2.64, -4.46], [0.03, -0.62, 6.12], [0.98, 0.66, -4.53], [0.54, 3.01, -4.04], [-1.35, 0.88, -4.45]], "gap_ha": [0.2816, 0.1585], "spin_multiplicity": 2, "homo_energy_ev": [-14.73, -14.70], "total_charge": 2}



Entry 3:
{"formula": "C14H22FeS4", "method": "ωB97M-V/def2-TZVPD", "symbols": ["H", "H", "Fe", "C", "H", "C", "C", "H", "H", "C", "S", "H", "H", "C", "H", "C", "S", "C", "H", "C", "C", "H", "H", "H", "C", "H", "H", "H", "H", "C", "S", "H", "C", "C", "H", "S", "H", "H", "C", "H", "H"], "coordinates": [[2.79, -1.68, 2.24], [-2.26, 0.12, -3.01], [0.06, -0.04, -0.68], [2.38, 0.39, 1.82], [3.48, -1.12, 0.73], [0.11, -2.38, 1.65], [1.11, 2.79, 1.04], [1.59, 0.50, 2.56], [2.69, 0.05, -2.66], [-0.39, 2.65, 0.84], [-0.83, 0.99, 1.41], [0.57, -3.22, 2.16], [-0.95, 3.41, 1.39], [-0.51, -1.12, -2.87], [-3.96, -0.78, 0.83], [-2.58, 0.84, 1.02], [1.99, 1.36, 0.34], [-0.46, 1.29, -2.74], [1.41, 2.87, 2.08], [-2.91, -0.64, 1.10], [0.89, -1.13, -2.77], [-2.75, -1.07, 2.09], [-1.84, -3.32, 1.51], [1.45, 3.69, 0.53], [1.61, 0.07, -2.67], [-3.17, 1.42, 1.74], [3.30, 0.79, 2.26], [-0.66, 2.71, -0.21], [-0.11, -1.61, 2.40], [-1.10, -2.85, 0.87], [-1.89, -1.56, -0.09], [-1.05, -2.05, -3.02], [0.93, 1.28, -2.66], [-1.19, 0.09, -2.85], [1.48, 2.22, -2.66], [1.26, -1.76, 0.42], [-2.74, 1.25, 0.03], [-0.81, -3.60, 0.13], [2.61, -1.03, 1.38], [-0.99, 2.24, -2.83], [1.42, -2.07, -2.83]], "gap_ha": [0.2116, 0.3436], "spin_multiplicity": 2, "homo_energy_ev": [-19.30, -20.24], "total_charge": 3}